55
Properties=species:S:1:pos:R:3:lowdin_charge:R:1 method="wB97M-V/def2-TZVPD" total_charge=0 de_lowest_kj_mol=0.00 orbital_gap_ev=7.4 e_tot_ha=-2022.70487 max_force_ha_per_bohr=0.0215
C -7.98 -0.73 0.02 -0.081
O -6.89 -0.62 -0.87 -0.073
C -5.75 -0.05 -0.43 -0.270
C -5.54 0.45 0.85 -0.011
C -4.33 1.02 1.18 -0.017
C -3.28 1.10 0.26 -0.220
C -2.05 1.70 0.68 -0.024
C -0.89 1.91 0.02 -0.406
S -0.48 1.56 -1.65 1.032
C 1.18 2.11 -1.42 -1.067
S 2.30 2.11 -2.60 0.708
N 1.37 2.54 -0.15 -0.088
C 2.67 2.92 0.37 -0.126
C 3.59 1.70 0.52 -0.076
C 2.82 0.62 1.28 -0.460
O 2.56 0.79 2.45 0.065
N 2.34 -0.46 0.60 0.005
C 1.50 -1.38 1.36 -0.129
C 0.30 -1.83 0.53 -0.161
C 0.79 -2.51 -0.74 -0.188
C 1.68 -1.53 -1.51 -0.147
C 2.83 -0.98 -0.66 -0.291
C 3.94 -2.03 -0.45 -0.115
C 5.19 -1.41 0.18 -0.252
O 5.76 -0.41 -0.62 -0.061
C 0.26 2.52 0.70 -0.443
O 0.26 2.96 1.82 0.124
C -3.50 0.59 -1.03 -0.028
C -4.71 0.03 -1.36 0.011
H -8.78 -1.21 -0.55 0.095
H -8.33 0.25 0.35 0.097
H -7.73 -1.35 0.89 0.097
H -6.32 0.41 1.60 0.105
H -4.18 1.40 2.18 0.119
H -2.01 2.03 1.72 0.130
H 2.47 3.36 1.35 0.131
H 3.12 3.65 -0.30 0.120
H 4.43 1.99 1.14 0.134
H 3.97 1.38 -0.44 0.061
H 1.17 -0.84 2.25 0.124
H 2.07 -2.25 1.69 0.128
H -0.31 -2.51 1.12 0.115
H -0.31 -0.97 0.27 0.098
H 1.36 -3.41 -0.49 0.109
H -0.05 -2.81 -1.37 0.111
H 2.09 -2.01 -2.40 0.119
H 1.06 -0.70 -1.85 0.061
H 3.28 -0.16 -1.23 0.095
H 3.59 -2.84 0.19 0.110
H 4.20 -2.46 -1.42 0.122
H 4.94 -0.92 1.13 0.119
H 5.92 -2.21 0.39 0.119
H 6.02 -0.79 -1.46 0.096
H -2.72 0.64 -1.77 0.051
H -4.88 -0.36 -2.35 0.122

54
Properties=species:S:1:pos:R:3:lowdin_charge:R:1 method="wB97M-V/def2-TZVPD" total_charge=0 de_lowest_kj_mol=281.68 orbital_gap_ev=8.2 e_tot_ha=-1260.55004 smiles="CCN1CCN([C@@H](CNC(=O)c2ccc3c(c2)OCO3)c2cccnc2)CC1" max_force_ha_per_bohr=0.0248
C -5.03 -4.44 -0.58 -0.087
C -4.51 -3.32 0.32 -0.264
N -3.13 -3.00 -0.01 -0.178
C -2.95 -2.17 -1.19 -0.155
C -3.29 -0.69 -0.94 -0.151
N -2.56 -0.11 0.17 -0.124
C -1.28 0.50 -0.14 -0.261
C -0.99 1.64 0.85 -0.118
N 0.22 2.34 0.50 0.080
C 1.37 2.19 1.19 -0.454
O 1.43 1.60 2.25 0.064
C 2.57 2.82 0.56 -0.134
C 2.50 4.00 -0.16 -0.036
C 3.63 4.58 -0.73 0.015
C 4.83 3.92 -0.56 -0.201
C 4.91 2.73 0.17 -0.187
C 3.80 2.16 0.75 0.080
O 6.20 2.29 0.19 0.042
C 6.94 3.24 -0.55 -0.154
O 6.07 4.25 -1.02 0.040
C -0.08 -0.42 -0.27 -0.165
C 0.63 -0.92 0.82 -0.043
C 1.72 -1.74 0.59 -0.044
C 2.08 -2.03 -0.71 -0.149
N 1.43 -1.56 -1.76 0.067
C 0.38 -0.77 -1.54 -0.115
C -2.66 -0.95 1.35 -0.142
C -2.35 -2.44 1.08 -0.163
H -6.01 -4.76 -0.24 0.068
H -4.34 -5.29 -0.54 0.075
H -5.12 -4.12 -1.61 0.059
H -4.53 -3.66 1.35 0.114
H -5.18 -2.45 0.24 0.107
H -3.58 -2.56 -1.99 0.112
H -1.91 -2.26 -1.50 0.112
H -3.11 -0.11 -1.84 0.118
H -4.36 -0.61 -0.69 0.114
H -1.42 0.97 -1.13 0.140
H -1.84 2.33 0.85 0.130
H -0.84 1.27 1.87 0.112
H 0.26 2.74 -0.43 0.137
H 1.56 4.52 -0.26 0.111
H 3.59 5.50 -1.28 0.119
H 3.84 1.26 1.33 0.131
H 7.71 3.69 0.09 0.141
H 7.42 2.75 -1.41 0.141
H 0.35 -0.68 1.83 0.112
H 2.29 -2.14 1.42 0.106
H 2.93 -2.66 -0.94 0.102
H -0.11 -0.41 -2.43 0.116
H -2.01 -0.57 2.13 0.110
H -3.69 -0.87 1.71 0.123
H -2.53 -3.02 1.99 0.119
H -1.30 -2.55 0.81 0.106